The following is a DFT calculation (ωB97M-V with the def2-TZVPD basis set) of 2 unconnected molecules or ions with the total composition C4H11NO2.

LUMO energy: 0.0321 Ha
maximum force: 0.4 eV/A
energy above the lowest of the compared OMol25 structures with the same formula, charge and spin: 240.9 kJ/mol
SMILES string: N/C=C/O.COC
Kohn-Sham gap: 0.321 Eh

The geometry in ORCA input format:
```
! RIJCOSX wB97M-V def2-TZVPD def2/J DEFGRID3
* xyz 0 1
C -1.50937 -1.02730 0.50254
C -1.90334 0.20653 0.20738
C 1.65476 0.98916 0.36335
C 1.91697 -0.72479 -1.20534
N -2.20395 1.19158 1.15263
O 2.55748 0.20883 -0.37287
O -1.31597 -2.03459 -0.40671
H -1.55092 -1.71672 -1.28583
H -1.31463 -1.36015 1.51030
H -2.09763 0.49870 -0.81673
H -1.91918 2.12097 0.87674
H -1.87286 0.96303 2.08007
H 2.24937 1.66559 0.97426
H 1.02478 0.36449 1.00929
H 1.00190 1.57329 -0.29937
H 1.28962 -1.41284 -0.62686
H 2.70230 -1.28427 -1.70892
H 1.29068 -0.22151 -1.95392
*
```